1.
DFT (ωB97M-V with the def2-TZVPD basis set) results for a 5-piece molecular cluster, C23H32Cl16F3N5OPS overall at a distorted geometry.

Kohn-Sham gap	8.60	eV
E_LUMO	-2.50	eV
HOMO level	-11.1	eV

```
! wB97M-V def2-TZVPD RIJCOSX def2/J DEFGRID3
* xyz 1 1
C 4.81337 -1.37030 -1.63265
C 4.05363 -0.06153 -1.40662
S 2.29098 -0.24620 -1.81245
C 1.60446 1.02214 -0.69294
C 0.09664 1.04687 -0.79475
C -0.64032 -0.07261 0.02375
C 0.12665 -0.52619 1.30436
C -0.76644 -0.95232 2.48210
C -1.54747 -2.18708 2.23562
F -0.83064 -3.25387 1.87025
C -2.86154 -2.26862 2.33365
F -3.58702 -3.23629 1.82238
F -3.57524 -1.36118 2.96358
P -0.70728 -1.62383 -1.09936
N -2.03771 -2.44070 -0.99896
O -1.93356 0.27762 0.44414
C -2.57442 0.97445 -0.60614
C -2.02643 2.39172 -0.58647
N -0.51059 2.46551 -0.64733
C -0.16579 3.23386 -1.89319
C -0.51937 4.75423 -1.98521
N 0.72044 5.50600 -2.22006
N -1.29694 4.89556 -3.21464
N -1.24554 5.40121 -0.90589
C 0.07143 3.04116 0.59158
C 1.14692 3.92441 0.53766
C 1.70765 4.44735 1.69510
C 1.19893 4.10578 2.94837
C 0.12372 3.21867 3.00391
C -0.43707 2.70342 1.84107
H 5.58911 -1.43112 -0.87438
H 4.17455 -2.23315 -1.46417
H 5.29000 -1.40714 -2.60664
H 4.48026 0.78313 -1.94159
H 4.11125 0.18041 -0.34478
H 1.99463 0.82179 0.30125
H 2.06702 1.95676 -1.00003
H -0.11249 0.82289 -1.84372
H 0.77053 -1.37832 1.09623
H 0.77455 0.25640 1.69244
H -0.06787 -1.17726 3.29583
H -1.38046 -0.14428 2.86290
H 0.38583 -2.43328 -0.73848
H -0.46284 -1.20098 -2.43100
H -2.70111 -2.01557 -0.35986
H -3.63187 1.04589 -0.35817
H -2.51434 0.46771 -1.57222
H -2.40440 2.89377 0.29532
H -2.47327 2.90092 -1.43626
H 0.87936 3.12984 -2.15958
H -0.68349 2.72459 -2.70287
H 0.62629 6.03846 -3.07549
H 0.83374 6.19968 -1.48993
H -1.52462 5.87440 -3.33882
H -2.16005 4.36664 -3.16702
H -0.73083 5.58216 -0.05759
H -2.18648 5.08189 -0.74480
H 1.59808 4.19773 -0.40781
H 2.55705 5.11250 1.64749
H 1.62931 4.49102 3.85941
H -0.26730 2.93995 3.97140
H -1.28605 2.04317 1.95164
C -2.11335 -7.21184 2.28498
Cl -2.89726 -5.64918 2.05358
Cl -3.32475 -8.49822 2.29572
Cl -0.97828 -7.47783 0.95783
Cl -1.23703 -7.21517 3.82168
C -0.69307 -8.32025 -3.10339
Cl 0.72829 -8.96345 -2.26863
Cl -0.58270 -8.69944 -4.82420
Cl -2.15341 -9.04752 -2.43177
Cl -0.76092 -6.56580 -2.88562
C 9.19144 -1.74260 -1.01328
Cl 8.22760 -0.25848 -1.12822
Cl 8.13287 -3.14517 -1.20781
Cl 10.41246 -1.74447 -2.28339
Cl 9.97415 -1.80886 0.56541
C -7.16141 -0.79604 3.34338
Cl -6.30648 -2.26101 2.86377
Cl -8.87286 -0.94553 2.94930
Cl -6.97199 -0.54220 5.07932
Cl -6.47881 0.59324 2.47178
*
```

Mulliken atomic charge list, values in e, 6 entries: atom 1 (C): -1.013, atom 2 (C): -0.283, atom 3 (S): -0.151, atom 4 (C): -1.493, atom 5 (C): -2.225, atom 6 (C): 1.361


2.
DFT (ωB97M-V with the def2-TZVPD basis set) results for C34H53N4OP2Sr as an isolated structure at a distorted geometry.

Kohn-Sham gap	5.41	eV
relative energy (zero: lowest compared OMol25 entry of this formula, charge and spin)	459.7	kJ/mol
E_LUMO	-2.78	eV
HOMO level	-8.2	eV

```
! wB97M-V def2-TZVPD RIJCOSX def2/J DEFGRID3
* xyz 1 1
C -1.27784 -1.45469 -2.14213
C 0.71748 -2.52519 -1.39381
C -1.48474 -2.41380 -3.11925
C 0.49110 -3.55092 -2.32178
C -0.59311 -3.48386 -3.17943
H -2.34439 -2.31618 -3.77223
H 1.20304 -4.36685 -2.36664
H -0.74673 -4.27400 -3.90922
N -0.23029 -1.55043 -1.33218
P -2.57415 0.01897 -0.12312
P 2.45245 -0.95335 0.20064
C -2.26662 -0.28631 -1.93009
H -1.86736 0.63389 -2.39462
H -3.22257 -0.50503 -2.42868
C 1.91780 -2.42240 -0.59147
H 2.66255 -3.20952 -0.75135
C 3.46415 0.05450 -1.06389
C 3.35784 -1.30464 1.76013
C -3.36924 1.69512 0.10111
C -3.51058 -1.45845 0.45291
C 3.48107 1.55613 -0.67570
H 4.12242 1.74509 0.19515
H 3.88716 2.13560 -1.51901
H 2.48372 1.94814 -0.44558
C 4.89501 -0.47433 -1.13907
H 5.48227 -0.28141 -0.23441
H 4.91804 -1.54633 -1.36504
H 5.40274 0.04533 -1.96742
C 2.81200 -0.16384 -2.43922
H 3.21056 0.57322 -3.14782
H 3.04001 -1.17031 -2.81169
H 1.72459 -0.06913 -2.42459
C 4.01095 -0.00957 2.28338
H 3.27729 0.80181 2.40962
H 4.45282 -0.21966 3.26766
H 4.81463 0.34215 1.62771
C 2.38966 -1.82345 2.83376
H 1.74149 -1.03778 3.21465
H 1.75872 -2.64295 2.47605
H 2.97409 -2.18729 3.69250
C 4.36503 -2.40324 1.47841
H 5.10091 -2.13358 0.71795
H 4.91299 -2.60648 2.40946
H 3.86808 -3.32957 1.17386
C -3.94470 -1.22748 1.91803
H -4.41356 -2.15198 2.28694
H -3.09854 -1.00380 2.58151
H -4.69070 -0.42433 1.99894
C -2.66615 -2.75503 0.36683
H -2.47193 -3.03968 -0.67345
H -1.70686 -2.69616 0.89173
H -3.25054 -3.55801 0.84027
C -4.73073 -1.66668 -0.43896
H -5.27459 -2.54323 -0.05605
H -5.42691 -0.82367 -0.43254
H -4.44940 -1.88761 -1.47392
C -2.58662 2.75636 -0.69154
H -2.57814 2.56214 -1.77038
H -3.07563 3.72813 -0.53037
H -1.55100 2.84381 -0.33809
C -3.29321 2.08196 1.59517
H -2.25294 2.09379 1.96016
H -3.70225 3.09646 1.70821
H -3.87479 1.41199 2.23944
C -4.81614 1.65003 -0.38087
H -4.90243 1.30311 -1.41869
H -5.45464 1.03075 0.26054
H -5.22112 2.67426 -0.34137
Sr 0.05057 0.13549 0.25299
C -0.49849 -1.36715 1.97821
O -0.80638 -1.87951 2.97708
N 0.27965 1.45399 -1.31148
C 0.38605 2.12137 -2.18556
C 0.54359 2.91359 -3.26532
C 0.31348 4.29755 -3.15478
C 0.93805 2.33027 -4.48428
C 0.48250 5.09361 -4.27901
H 0.01099 4.72530 -2.19592
C 1.09867 3.14745 -5.59476
H 1.11358 1.25249 -4.54032
C 0.87365 4.52782 -5.50182
H 0.30875 6.17150 -4.20709
H 1.40551 2.70479 -6.54698
H 1.00409 5.16255 -6.38070
C 1.08260 -0.69220 5.83377
N -0.00421 0.01599 5.03190
C -1.09663 0.70166 5.79639
C 0.01544 0.05692 3.77458
N 0.08796 0.26823 2.65369
H 0.91059 -0.58271 6.90599
H 2.03727 -0.23663 5.56629
H 1.06465 -1.75014 5.56861
H -1.07894 1.75260 5.51476
H -2.04266 0.24023 5.51306
H -0.95187 0.60437 6.87368
*
```

Mulliken atomic charge list, values in e, 6 entries: atom 1 (C): -0.544, atom 2 (C): -0.661, atom 3 (C): -0.773, atom 4 (C): -1.068, atom 5 (C): -0.940, atom 6 (H): 0.534